Below is C5H9NO in the gas phase at a distorted geometry, with properties calculated with ωB97M-V/def2-TZVPD.

## Properties
LUMO	0.97	eV
F_max	6.94	eV/A
HOMO level	-8.02	eV
Kohn-Sham gap	8.986	eV
structure (SMILES)	C[C@@]1(O)CN2C[C@H]21

Each atom is followed by the atoms it is bonded to, with distances in Å.
CARTESIAN COORDINATES (ANGSTROEM)
1 C 1.2097 -1.1666 -0.0428  C2 1.530, H8 1.096, H9 1.082, H10 1.113
2 C 0.6902 0.2181 0.3491  C1 1.530, O3 1.387, C4 1.758, C7 1.480
3 O 1.6677 1.1981 0.4344  C2 1.387, H11 0.977
4 C -0.2123 0.4416 -1.1425  C2 1.758, N5 1.466, H12 1.112, H13 1.091
5 N -1.3400 0.8893 -0.3191  C4 1.466, C6 1.464, C7 1.487
6 C -1.7533 -0.2657 0.4791  N5 1.464, C7 1.461, H14 1.089, H15 1.086
7 C -0.6271 0.5436 0.9394  C2 1.480, N5 1.487, C6 1.461, H16 1.082
8 H 0.6099 -2.0556 0.1816  C1 1.096
9 H 2.0854 -1.2221 0.5905  C1 1.082
10 H 1.6054 -1.4058 -1.0553  C1 1.113
11 H 1.2234 2.0518 0.2647  O3 0.977
12 H -0.4984 -0.2826 -1.9362  C4 1.112
13 H 0.3326 1.2633 -1.6094  C4 1.091
14 H -1.5955 -1.2693 0.0876  C6 1.089
15 H -2.7098 -0.1273 0.9739  C6 1.086
16 H -0.6880 1.1892 1.8050  C7 1.082